{
  "formula": "C37H52BF4Ge2IrN6S2",
  "method": "ωB97M-V with the def2-TZVPD basis set",
  "multiplicity": 5,
  "e_homo_ev": [-12.40, -13.44],
  "s2": 6.053,
  "charge": 2,
  "e_lumo_ev": [-5.986, -8.978],
  "species": ["Ir", "C", "C", "Ge", "C", "C", "C", "C", "Ge", "C", "C", "C", "C", "C", "C", "C", "C", "C", "C", "H", "H", "H", "H", "H", "H", "H", "H", "H", "H", "H", "H", "H", "H", "H", "H", "H", "H", "H", "H", "H", "H", "H", "H", "H", "H", "S", "N", "C", "C", "C", "C", "C", "N", "C", "C", "N", "C", "C", "C", "C", "C", "N", "H", "H", "H", "H", "H", "H", "F", "B", "F", "F", "F", "C", "C", "C", "C", "N", "C", "S", "N", "C", "C", "C", "C", "H", "H", "H", "H", "H", "H", "H", "H", "H", "H", "H", "H", "H", "H", "H", "H", "H", "H", "H", "H"],
  "xyz": [[-0.06195, -1.65039, 0.67999], [-2.73973, 2.15162, 3.09935], [-1.49045, 1.36819, 2.70768], [-1.95808, -0.15191, 1.52948], [-3.21144, -1.33869, 2.50690], [-4.66465, -1.10445, 2.10911], [-2.89764, 0.63577, -0.00907], [-2.47039, 0.48407, -1.31358], [-0.80043, -0.63720, -1.53913], [0.79218, 0.39340, -2.12067], [0.71972, 1.30557, -3.34290], [-1.14513, -2.14940, -2.77138], [-1.34083, -1.88215, -4.26039], [-3.21473, 1.04205, -2.39885], [-4.55150, 1.54072, -2.24756], [-5.23477, 2.06040, -3.31292], [-4.62386, 2.11749, -4.57090], [-3.32488, 1.63233, -4.75875], [-2.64294, 1.09484, -3.70078], [-2.48600, 2.91427, 3.83636], [-3.49807, 1.51550, 3.55579], [-3.19415, 2.66290, 2.24996], [-1.01767, 0.90992, 3.57598], [-0.74411, 2.00634, 2.24523], [-3.01658, -1.08730, 3.55062], [-2.91729, -2.37516, 2.37915], [-4.96759, -0.06425, 2.23491], [-5.32885, -1.70707, 2.72970], [-4.84861, -1.38414, 1.06924], [-3.75499, 1.26244, 0.20059], [1.54362, -0.38112, -2.28787], [1.13912, 0.96353, -1.26008], [0.44500, 0.77214, -4.25111], [1.69493, 1.75664, -3.52696], [0.01385, 2.12457, -3.20164], [-1.99694, -2.70635, -2.38266], [-0.26962, -2.78678, -2.63390], [-2.27862, -1.36895, -4.46691], [-1.37693, -2.82748, -4.80234], [-0.52632, -1.30118, -4.69063], [-5.04445, 1.48580, -1.29133], [-6.24415, 2.42421, -3.18843], [-5.16535, 2.53408, -5.40860], [-2.86796, 1.67807, -5.73705], [-1.64440, 0.71683, -3.85096], [2.03402, -8.57359, -1.73256], [2.84052, -7.18187, -1.64607], [1.97408, -6.24941, -1.26900], [2.28287, -4.84868, -1.06244], [3.56418, -4.31691, -1.22201], [3.76037, -2.97657, -0.98392], [2.68045, -2.19432, -0.58804], [1.45616, -2.68927, -0.44217], [1.24232, -4.00517, -0.66844], [-0.11271, -4.52205, -0.47594], [-1.05230, -3.63692, -0.11540], [-2.29240, -4.05137, 0.07814], [-2.67071, -5.38245, -0.07746], [-1.71811, -6.30548, -0.44977], [-0.40775, -5.87499, -0.66393], [0.67096, -6.74976, -1.07141], [0.57170, -8.05262, -1.30291], [4.37483, -4.96830, -1.51768], [4.73508, -2.52326, -1.08132], [2.79616, -1.14439, -0.35348], [-3.01275, -3.29533, 0.36208], [-3.69480, -5.67429, 0.09875], [-1.96062, -7.35057, -0.58029], [-0.69634, -3.07856, 2.41639], [0.31119, -2.58567, 3.34507], [1.38514, -2.28763, 2.41214], [-0.17416, -1.39241, 3.83556], [0.66407, -3.49732, 4.25058], [2.89361, 6.67490, -0.44332], [1.92551, 5.96218, -1.37793], [1.79100, 4.47010, -1.08024], [1.07140, 4.19986, 0.23746], [0.97281, 2.78204, 0.56302], [1.92729, 2.03409, 1.14304], [1.65982, 0.37527, 1.51334], [3.08531, 2.60760, 1.44523], [4.15599, 2.04669, 2.27330], [4.21212, 2.72990, 3.63678], [3.00251, 2.45215, 4.52788], [2.93755, 1.01706, 5.03409], [3.01304, 7.71783, -0.72751], [3.88083, 6.21229, -0.48015], [2.55280, 6.66791, 0.59215], [2.26434, 6.08221, -2.40776], [0.94046, 6.43365, -1.32498], [2.78560, 4.01294, -1.05466], [1.24074, 3.96967, -1.88091], [0.05299, 4.59103, 0.20164], [1.55352, 4.71164, 1.07342], [0.14728, 2.28025, 0.27402], [3.18717, 3.58955, 1.22690], [5.09007, 2.19028, 1.72717], [3.97917, 0.97713, 2.36549], [4.33675, 3.80620, 3.48583], [5.12019, 2.38858, 4.13880], [2.08029, 2.70383, 3.99194], [3.04348, 3.13180, 5.38057], [2.77634, 0.30203, 4.22908], [2.12118, 0.89089, 5.74290], [3.86100, 0.74795, 5.54626]],
  "atomic_forces_ev_per_a": [[-0.0901, 0.1884, 0.0538], [-0.0458, -0.0161, 0.0118], [0.0793, -0.1676, -0.0652], [0.0202, 0.2031, -0.1296], [0.0677, 0.0895, -0.1077], [-0.0335, -0.0053, 0.0150], [0.0749, -0.0820, 0.0740], [0.0200, -0.0245, -0.0481], [0.0606, -0.0456, 0.1382], [-0.0732, 0.0246, 0.0076], [-0.0143, 0.0234, 0.0386], [-0.0503, 0.0793, 0.0680], [-0.0113, 0.0071, -0.0181], [-0.1343, -0.0001, -0.0156], [0.1012, -0.0387, -0.0522], [0.0288, -0.0219, 0.0770], [0.0223, -0.0156, -0.0202], [0.0242, 0.0147, -0.0321], [0.0158, 0.0300, -0.0346], [0.0101, 0.0105, 0.0060], [-0.0440, -0.0317, 0.0189], [-0.0254, 0.0242, -0.0349], [0.0300, -0.0519, -0.0059], [0.0160, 0.0310, -0.0398], [-0.0297, -0.0186, 0.0385], [0.0266, -0.0250, 0.0209], [-0.0090, 0.0240, -0.0031], [-0.0011, -0.0145, 0.0075], [-0.0192, 0.0091, -0.0307], [-0.1647, 0.1374, -0.0230], [0.0135, -0.0469, -0.0187], [0.0098, -0.0575, 0.0243], [-0.0121, -0.0364, -0.0659], [0.0365, 0.0070, 0.0004], [-0.0468, 0.0346, -0.0013], [-0.0097, -0.0188, 0.0303], [0.0208, -0.0318, 0.0130], [-0.0221, -0.0002, -0.0116], [0.0065, -0.0169, -0.0066], [0.0502, 0.0553, -0.0312], [-0.0247, -0.0084, 0.1124], [-0.0288, 0.0081, 0.0095], [-0.0227, 0.0236, -0.0399], [0.0046, 0.0030, -0.0217], [0.0091, -0.0014, 0.0317], [-0.1310, 0.3883, 0.1107], [0.0429, 0.0995, 0.0092], [0.2092, -0.2089, -0.0866], [-0.0135, 0.0428, 0.0002], [-0.0391, 0.0365, 0.0147], [-0.0740, 0.0225, 0.0111], [0.1561, 0.0826, -0.0308], [-0.0349, -0.0643, 0.0107], [0.0372, -0.1352, -0.0560], [0.0063, -0.0662, -0.0393], [0.0743, -0.1184, 0.0019], [-0.0552, -0.0370, -0.0592], [0.0496, 0.0245, -0.0122], [-0.0233, 0.0712, 0.0022], [-0.0182, 0.0507, 0.0131], [-0.0142, -0.2866, -0.0589], [-0.0975, 0.0212, 0.0282], [0.0240, -0.0226, -0.0146], [0.0253, 0.0193, -0.0042], [0.0222, -0.0079, 0.0015], [-0.0324, 0.0146, 0.0412], [-0.0408, -0.0082, 0.0054], [-0.0126, -0.0441, -0.0052], [-0.2042, -0.2230, -0.1188], [0.0960, 0.1657, 0.1743], [0.1275, 0.0262, -0.1237], [-0.0725, 0.2195, 0.0988], [0.0675, -0.2552, 0.1749], [0.0028, 0.0257, 0.0073], [-0.0138, -0.0379, -0.0246], [0.0016, 0.0354, 0.0267], [0.0140, 0.0314, 0.0115], [-0.0354, -0.1994, -0.0612], [-0.1682, -0.0597, -0.0486], [0.1631, -0.0170, -0.0156], [-0.1075, 0.1539, -0.0016], [0.0641, -0.0212, 0.0139], [0.0021, -0.0587, -0.0225], [0.0227, 0.0408, -0.0158], [-0.0087, 0.0082, 0.0165], [0.0071, 0.0443, -0.0116], [0.0559, -0.0243, -0.0009], [-0.0152, -0.0001, 0.0524], [0.0066, -0.0048, -0.0065], [-0.0289, 0.0108, -0.0078], [0.0105, -0.0230, -0.0179], [-0.0198, -0.0066, -0.0179], [0.0247, -0.0030, -0.0241], [-0.0234, 0.0312, -0.0104], [0.1184, 0.0578, 0.0824], [-0.0140, -0.0466, 0.0016], [-0.0008, -0.0124, 0.0581], [0.0270, 0.0491, 0.0081], [-0.0099, 0.0268, -0.0045], [0.0212, -0.0044, 0.0083], [-0.0237, -0.0035, -0.0172], [0.0126, 0.0174, 0.0003], [-0.0015, -0.0479, -0.0668], [-0.0448, -0.0078, 0.0207], [0.0506, -0.0126, 0.0393]],
  "mulliken_spin": [1.872, 0.006, 0.066, 0.133, 0.084, 0.015, 0.128, 0.132, 0.170, 0.005, 0.007, 0.009, -0.005, 0.288, 0.120, -0.014, 0.186, -0.005, 0.046, 0.005, 0.001, -0.001, 0.001, -0.003, 0.005, 0.004, 0.003, 0.007, -0.002, -0.004, 0.005, -0.005, 0.002, 0.002, -0.002, -0.001, 0.003, 0.003, 0.001, 0.000, -0.001, 0.005, 0.001, 0.001, 0.019, 0.000, 0.000, 0.001, 0.003, -0.002, 0.004, -0.011, 0.060, 0.011, -0.008, 0.189, -0.011, 0.003, 0.001, 0.003, -0.001, 0.000, 0.000, 0.001, 0.000, 0.009, 0.001, 0.000, 0.064, 0.034, 0.046, 0.006, 0.003, 0.000, 0.000, 0.000, -0.003, -0.019, 0.011, 0.266, 0.010, 0.010, -0.002, 0.003, 0.003, 0.000, 0.000, 0.000, 0.000, 0.000, 0.000, 0.000, 0.001, 0.001, 0.028, -0.001, 0.001, -0.002, 0.000, 0.000, -0.001, 0.000, -0.002, 0.000, 0.000]
}